[1]
DFT (wB97M-V/def2-TZVPD) results for an isolated molecule of C4H7ClOS2.

Element x y z (Å)
C 2.42 -1.59 -0.10
S 0.78 -1.25 0.53
C 0.44 0.37 0.05
S 1.24 1.38 -0.92
C -0.95 0.69 0.62
O -1.09 2.00 1.02
C -2.11 0.42 -0.43
Cl -2.53 -1.34 -0.50
H 2.63 -2.67 -0.02
H 2.50 -1.28 -1.13
H 3.15 -1.03 0.47
H -1.06 0.03 1.51
H -0.55 2.56 0.43
H -1.85 0.73 -1.43
H -3.03 1.00 -0.10

Total charge = 0
HOMO = -9.2 eV
Maximum force = 1.41 eV/A
ΔE to the lowest compared entry with this formula, charge and spin = 0.0 kcal per mole
Total energy = -1488.40254 Ha
Kohn-Sham gap = 8.852 eV
SMILES string = CSC(=S)[C@@H](O)CCl

***

[2]
DFT (wB97M-V/def2-TZVPD) results for an isolated molecule of C4H7ClS.

Element x y z (Å)
C 1.11 1.56 0.99
C 0.58 0.34 0.40
C -0.73 0.36 0.03
C -1.24 -1.09 -0.70
S 0.07 -1.68 -1.89
Cl -2.77 -0.88 -1.50
H 0.29 2.24 1.32
H 1.91 2.06 0.45
H 1.66 1.18 1.84
H 1.33 -0.50 0.12
H -1.42 1.07 0.22
H -1.38 -1.95 -0.14
H 0.59 -2.70 -1.13

Total charge = 0
HOMO = -9.2 eV
Maximum force = 7.88 eV/A
ΔE to the lowest compared entry with this formula, charge and spin = 33.1 kcal per mole
Total energy = -1014.91608 Ha
Kohn-Sham gap = 9.870 eV
SMILES string = C/C=C/[C@H](S)Cl

***

[3]
DFT (wB97M-V/def2-TZVPD) results for an isolated molecule of C4H7ClS.

Element x y z (Å)
C 1.92 0.90 0.43
C 0.77 0.14 -0.31
S 0.36 1.01 -1.76
C -0.09 -0.94 0.47
C -0.86 -1.96 -0.41
Cl -1.20 0.00 1.52
H 2.65 0.23 0.95
H 1.23 1.46 1.16
H 2.55 1.54 -0.23
H 0.63 -1.42 1.21
H -1.46 -2.60 0.23
H -0.11 -2.69 -0.94
H -1.42 -1.46 -1.18

Total charge = 0
HOMO = -8.7 eV
Maximum force = 3.82 eV/A
ΔE to the lowest compared entry with this formula, charge and spin = 21.2 kcal per mole
Total energy = -1014.93501 Ha
Kohn-Sham gap = 7.959 eV
SMILES string = CC(=S)[C@H](C)Cl

***

[4]
DFT (wB97M-V/def2-TZVPD) results for an isolated molecule of C4H7ClS.

Element x y z (Å)
C 0.33 0.08 -2.24
C 0.24 -0.23 -0.97
Cl 1.47 -0.84 0.06
C -0.95 0.07 -0.06
C -1.67 -1.04 0.60
S -0.28 1.38 1.11
H -0.56 0.59 -2.80
H 1.28 -0.05 -2.79
H -1.68 0.50 -0.64
H -2.46 -1.47 -0.16
H -2.42 -0.65 1.31
H -1.05 -1.86 0.92
H -1.48 1.88 1.33

Total charge = 0
HOMO = -9.1 eV
Maximum force = 3.41 eV/A
ΔE to the lowest compared entry with this formula, charge and spin = 20.2 kcal per mole
Total energy = -1014.93661 Ha
Kohn-Sham gap = 9.861 eV
SMILES string = C=C(Cl)[C@@H](C)S

***

[5]
DFT (wB97M-V/def2-TZVPD) results for an isolated molecule of C4H7ClS3.

Element x y z (Å)
S -1.40 -0.78 -1.59
C -0.07 0.19 -1.44
C -0.06 1.41 -2.34
Cl 1.19 1.60 -3.60
S 1.29 0.01 -0.47
C 0.78 -1.22 0.76
C -0.26 -0.75 1.77
S 0.22 0.58 2.92
H -0.01 2.25 -1.61
H -1.06 1.54 -2.83
H 1.72 -1.56 1.23
H 0.39 -2.06 0.18
H -0.61 -1.59 2.41
H -1.13 -0.36 1.16
H -0.97 0.72 3.46

Total charge = 0
HOMO = -8.9 eV
Maximum force = 2.33 eV/A
ΔE to the lowest compared entry with this formula, charge and spin = 2.2 kcal per mole
Total energy = -1811.33760 Ha
Kohn-Sham gap = 8.249 eV
SMILES string = S=C(CCl)SCCS

***

[6]
DFT (wB97M-V/def2-TZVPD) results for a structure of composition C4H7CsO.

Element x y z (Å)
C -1.08 -0.56 -0.08
C 0.43 -0.45 -0.15
C 1.14 0.68 0.09
O 2.44 0.80 0.11
Cs 5.77 -1.13 1.15
H -1.55 -1.12 -0.90
H 0.97 -1.40 -0.24
H -1.33 -1.42 0.74
H 0.56 1.62 0.22
C -1.81 0.66 0.37
H -2.01 1.49 -0.33
H -1.97 0.87 1.43
H -1.56 -0.04 -2.41

Expectation value of S² = 1.75
Total charge = -1
HOMO (spin up / spin down) = -2.8 / -0.9 eV
Multiplicity = 2
Maximum force = 3.61 eV/A
Total energy = -251.74362 Ha
Kohn-Sham gap (spin up / spin down) = 5.718 / 3.128 eV

***

[7]
DFT (wB97M-V/def2-TZVPD) results for a structure of composition C4H7CuO3.

Element x y z (Å)
O -0.95 -0.60 -0.01
C -0.62 0.62 0.24
O 0.52 1.11 0.23
Cu 2.17 0.14 0.38
O -1.60 1.48 0.14
C -2.92 1.09 0.55
H -2.88 0.52 1.48
H -3.46 2.03 0.70
H -3.40 0.50 -0.24
C -0.01 -1.74 -0.06
H 0.11 -2.06 0.98
H -0.61 -2.46 -0.64
C 1.37 -1.28 -0.75
H 1.22 -1.07 -1.82
H 1.94 -2.23 -0.75

Expectation value of S² = 0.76
Total charge = +1
HOMO (spin up / spin down) = -14.4 / -15.5 eV
Multiplicity = 2
Maximum force = 3.23 eV/A
ΔE to the lowest compared entry with this formula, charge and spin = 0.0 kcal per mole
Total energy = -2022.47407 Ha
Kohn-Sham gap (spin up / spin down) = 9.365 / 8.905 eV

***

[8]
DFT (wB97M-V/def2-TZVPD) results for an isolated molecule of C4H7F.

Element x y z (Å)
C -2.08 0.23 -0.10
C -0.84 -0.09 -0.03
C 0.50 0.41 0.33
C 1.59 -0.47 -0.18
F 0.63 1.64 -0.16
H -2.94 -0.47 -0.08
H -2.43 1.31 -0.21
H -0.78 -1.17 0.06
H 0.77 0.56 1.40
H 1.54 -1.42 0.34
H 1.41 -0.61 -1.30
H 2.63 0.08 -0.08

Total charge = 0
HOMO = -10.2 eV
Maximum force = 5.51 eV/A
ΔE to the lowest compared entry with this formula, charge and spin = 23.7 kcal per mole
Total energy = -256.40612 Ha
Kohn-Sham gap = 11.227 eV
SMILES string = C=C[C@@H](C)F